Here is a single C7H10 molecule in a non-equilibrium geometry from the OMol25 dataset. Energies are from wB97M-V/def2-TZVPD.

Structure (XYZ):
```
17
Properties=species:S:1:pos:R:3:forces:R:3
C 1.058098 -0.553266 1.238075 0.526 0.291 0.777
C 2.075917 -0.106103 0.282833 0.386 -0.217 -0.061
C 0.624673 -0.044199 -0.140571 -0.621 -0.274 1.235
C -0.083564 1.294496 -0.333149 -0.054 0.019 0.221
C -1.407740 0.548289 -0.258271 -0.421 0.202 -0.030
C -1.581206 -0.554797 -1.276631 -0.256 0.059 -0.483
C -0.740319 -0.803028 -0.104236 -0.156 -0.352 -0.551
H 0.698395 -0.019608 2.102353 0.526 0.256 0.388
H 0.946031 -1.640769 1.284534 -0.100 0.485 0.191
H 2.410279 0.896237 0.559735 0.089 -0.110 -0.697
H 2.857317 -0.759990 -0.078389 -0.039 -0.128 -0.093
H 0.110608 1.985405 0.496083 -0.205 -0.015 -0.018
H 0.072574 1.847943 -1.273698 0.210 -0.377 0.215
H -2.250182 0.922217 0.311148 -0.027 -0.222 -0.094
H -1.073277 -0.540619 -2.231959 -0.259 0.215 -0.176
H -2.546768 -1.047433 -1.234821 -0.006 0.146 -0.260
H -1.046133 -1.490505 0.689492 0.407 0.023 -0.564
```
Positions in Å, forces in eV/Å.

## Properties
Spin multiplicity: 1
HOMO-LUMO gap (eV): 9.51
HOMO level (eV): -8.300
E_LUMO (eV): 1.21
Energy above the lowest of the compared OMol25 structures with the same formula, charge and spin (kJ/mol): 413.2



Here is a molecular structure, C30H42N2O2P2V in a non-equilibrium geometry from the OMol25 dataset. Energies are from wB97M-V/def2-TZVPD.

Structure (XYZ):
```
79
Properties=species:S:1:pos:R:3:forces:R:3
P 1.491973 0.711172 -1.834514 0.353 -0.998 0.440
P 0.548992 -1.631703 0.067979 0.272 -0.127 -0.684
C 2.613336 -0.726087 -1.610150 0.483 0.220 -0.790
C 1.892852 -1.971923 -1.121327 -0.052 -0.627 0.488
H 3.435777 -0.446934 -0.937468 -0.227 0.007 -0.028
H 3.065957 -0.919811 -2.582475 0.053 -0.101 0.434
H 1.456407 -2.536272 -1.956956 0.077 0.078 0.157
H 2.579312 -2.631829 -0.592148 -0.152 0.137 -0.494
C 1.309745 -1.483435 1.715072 -0.002 -0.336 0.239
H 0.490583 -1.391246 2.442942 0.255 -0.080 -0.152
H 1.947457 -0.590746 1.780913 -0.100 -0.284 -0.074
H 1.899650 -2.384925 1.918234 0.003 0.189 0.201
C -0.607948 -2.972872 0.120736 -0.127 -0.918 0.325
H -0.123066 -3.898989 0.446007 -0.261 -0.105 -0.088
H -1.059977 -3.095022 -0.867444 0.094 -0.061 0.114
H -1.383430 -2.657672 0.835125 0.263 -0.241 -0.254
C 2.641515 2.101137 -1.972312 0.164 0.360 -0.204
H 2.062779 2.995142 -2.236643 0.267 -0.163 0.047
H 3.429056 1.927225 -2.722819 -0.262 0.054 0.206
H 3.105413 2.273012 -0.990957 -0.115 -0.070 -0.277
C 0.802504 0.435617 -3.504538 0.167 0.150 -0.317
H 0.099900 -0.406996 -3.501317 0.207 0.141 0.097
H 1.594782 0.245757 -4.241284 -0.153 0.023 0.111
H 0.244118 1.332009 -3.793147 0.118 -0.259 -0.041
V -0.078535 0.501407 -0.206580 -2.546 4.546 0.833
C 3.798674 -4.415296 -1.639289 0.288 -0.136 0.855
C 4.417187 -3.852154 -0.587373 -0.129 -1.184 -0.577
C 5.871042 -3.503070 -0.580320 0.509 0.438 0.079
C 6.412933 -2.858096 -1.888672 0.474 -0.137 0.293
C 5.476528 -1.897736 -2.561321 -0.044 0.113 -0.688
C 4.603814 -2.247181 -3.516008 1.157 0.299 -0.087
C 4.435829 -3.645701 -4.016570 -0.346 -0.519 -0.087
C 4.471531 -4.761066 -2.931034 0.091 -0.379 -0.570
C -0.562564 2.286745 -1.397935 -0.106 -0.550 0.031
H 2.754085 -4.733489 -1.583860 0.196 0.344 0.196
H 3.917597 -3.715800 0.376233 -0.106 -0.055 -0.397
H 6.496104 -4.390533 -0.367021 -0.286 0.255 0.035
H 6.042365 -2.799989 0.250001 0.032 -0.200 -0.208
H 7.321656 -2.301531 -1.607835 -0.196 -0.223 -0.166
H 6.734355 -3.651403 -2.580708 -0.080 0.451 0.200
H 5.628077 -0.851079 -2.279057 -0.380 -0.227 -0.141
H 4.045215 -1.500663 -4.090353 0.225 -0.091 0.399
H 5.206136 -3.892458 -4.770688 -0.268 0.173 0.178
H 3.467777 -3.697846 -4.539419 0.264 -0.057 0.098
H 3.941264 -5.625804 -3.362286 0.270 0.169 0.145
H 5.512452 -5.081146 -2.770841 -0.493 0.027 0.034
H -1.595820 1.944798 -1.594372 0.122 0.467 -0.110
H -0.119346 2.692061 -2.318550 -0.283 -0.002 0.342
H -0.580336 3.048871 -0.599414 -0.080 -0.259 -0.413
O -2.030765 -1.067381 2.001386 -0.108 0.776 -0.038
C -2.354359 0.117992 1.914324 -0.720 0.918 0.539
N -3.341730 0.733214 2.692883 0.769 -1.694 -0.315
C -3.631343 2.069431 2.251063 -0.335 -0.121 0.055
C -2.403774 2.289165 1.334410 0.299 1.153 -0.272
O -2.075210 3.412946 0.954408 -0.424 -1.380 0.372
N -1.786280 1.090271 1.102732 0.644 -0.605 -0.092
C -4.966386 2.110732 1.506668 0.043 0.294 -0.028
C -5.077674 2.574020 0.197318 -0.310 -0.029 0.016
C -6.333996 2.609156 -0.423036 0.084 -0.060 0.164
C -7.475594 2.198285 0.263554 0.120 -0.035 0.184
C -7.365550 1.763375 1.590446 0.380 -0.012 0.117
C -6.113798 1.727313 2.212294 -0.301 0.007 -0.424
C -3.603843 3.020484 3.430886 -0.066 0.549 0.068
C -4.549549 4.036954 3.598405 0.178 -0.015 0.278
C -4.511866 4.846202 4.741581 0.133 -0.111 -0.186
C -3.503638 4.673488 5.691545 0.029 -0.219 -0.098
C -2.530940 3.682546 5.497109 -0.141 -0.006 -0.338
C -2.577647 2.868842 4.360782 -0.075 0.320 0.529
H -3.958484 0.142752 3.231889 -0.051 0.229 -0.156
H -4.197693 2.945816 -0.329910 -0.216 -0.167 0.144
H -6.407103 2.971893 -1.447552 -0.035 -0.089 0.224
H -8.454220 2.227119 -0.217608 0.288 0.006 0.103
H -8.242977 1.457903 2.162620 0.166 0.111 -0.260
H -6.031443 1.436568 3.264022 -0.058 0.031 -0.361
H -5.322405 4.190980 2.841967 0.244 -0.047 0.329
H -5.282581 5.609264 4.874744 0.315 -0.191 0.000
H -3.472735 5.304350 6.582225 -0.018 -0.200 -0.267
H -1.731748 3.530398 6.222585 -0.213 0.135 -0.135
H -1.820374 2.099472 4.198026 -0.232 0.199 0.122
```
Positions in Å, forces in eV/Å.

## Properties
Spin multiplicity: 4
HOMO-LUMO gap (alpha / beta) (eV): 7.55 / 7.55
HOMO level (alpha / beta) (eV): -7.124 / -7.258
E_LUMO (alpha / beta) (eV): 0.42 / 0.30
<S²>: 3.7753
Energy above the lowest of the compared OMol25 structures with the same formula, charge and spin (kJ/mol): 0.0



Q: Number 2 is which compound?
A: C30H42N2O2P2V



Q: Look up the spin multiplicity of the first one.
A: 1



Q: spin multiplicity of number 1 (C7H10)?
A: 1